Entry 1:
An isolated molecule of C9H10N4 at a distorted geometry. Source: OMol25; level of theory: ωB97M-V with the def2-TZVPD basis set.

Its expectation value of S² is 2.027. Its gap between HOMO and LUMO (alpha / beta) is 4.966 / 5.610 eV. For the relative energy (zero: lowest compared OMol25 entry of this formula, charge and spin), the calculation gives 1.0 kcal per mole. For the molar mass, the calculation gives 174.2 g/mol. For the total energy, the calculation gives -15447.5809 eV. Its HOMO energy (alpha / beta) is -4.62 / -7.69 eV. For the LUMO energy (alpha / beta), the calculation gives 0.343 / -2.082 eV. The spin multiplicity is 3.

The geometry in XYZ format:
```
23
Properties=species:S:1:pos:R:3:mulliken_charge:R:1
C 3.447 1.667 0.618 -0.61
H -2.450 2.058 -0.374 0.39
H -2.315 0.303 -0.836 0.17
H -0.497 2.041 0.748 0.28
H -2.252 -1.629 0.705 0.35
C 3.794 0.717 -0.459 -0.40
C 2.423 1.086 0.044 0.40
N -0.758 1.123 0.301 -0.16
H 4.211 1.044 -1.410 0.37
C -0.290 -1.277 0.149 1.18
N 1.463 0.127 0.152 0.09
N 0.894 -2.013 0.087 -0.74
H -1.901 -1.567 -1.047 0.31
N 4.222 -0.582 -0.241 -0.57
H -2.829 0.751 0.679 0.31
C 3.327 -1.409 0.186 -0.51
C 1.899 -1.209 0.126 0.37
H -1.445 -2.983 0.029 0.38
H 3.781 -2.371 0.264 0.42
H 3.930 2.562 0.975 0.35
C -2.145 1.125 -0.060 -0.86
C 0.074 0.051 0.222 -0.05
C -1.553 -1.987 -0.036 -1.48
```


Entry 2:
C9H10N4O as an isolated structure at a distorted geometry. Source: OMol25; level of theory: ωB97M-V with the def2-TZVPD basis set.

Its gap between HOMO and LUMO is 9.817 eV. For the relative energy (zero: lowest compared OMol25 entry of this formula, charge and spin), the calculation gives 64.4 kcal per mole. For the molar mass, the calculation gives 190.2 g/mol. For the total energy, the calculation gives -17500.1584 eV. Its HOMO energy is -9.27 eV. For the LUMO energy, the calculation gives 0.546 eV.

The geometry in XYZ format:
```
24
Properties=species:S:1:pos:R:3:mulliken_charge:R:1
C -1.435 0.904 -0.627 0.41
H -0.460 2.222 0.888 0.37
N 2.756 -2.433 -0.319 -0.51
C 0.928 0.839 -0.307 1.96
C 0.384 -0.337 -1.204 0.34
N 4.116 1.541 1.135 -0.50
H -1.585 1.734 -1.342 0.33
N 1.665 2.844 -1.704 -0.54
H -3.422 -0.060 -0.785 0.32
C -0.336 1.193 0.424 -1.07
C 2.383 -1.224 -0.959 0.03
C 1.365 1.895 -1.152 -0.11
H 3.434 -3.068 -0.800 0.25
H -2.643 -0.404 0.637 0.35
C 3.197 0.946 0.780 0.14
H 1.792 -0.588 1.189 0.43
O -0.900 -0.257 -1.430 -0.39
H 1.947 -2.849 -0.150 0.25
H 3.316 -0.733 -1.535 0.38
N 1.087 -1.305 -1.546 -0.79
H -0.374 0.522 1.399 0.31
H -3.136 1.411 0.493 0.36
C -2.769 0.486 0.020 -1.38
C 2.069 0.131 0.412 -0.94
```


Entry 3:
An isolated molecule of C9H10NOP at a distorted geometry. Source: OMol25; level of theory: ωB97M-V with the def2-TZVPD basis set.

Its gap between HOMO and LUMO is 8.131 eV. For the relative energy (zero: lowest compared OMol25 entry of this formula, charge and spin), the calculation gives 45.0 kcal per mole. For the molar mass, the calculation gives 179.2 g/mol. For the total energy, the calculation gives -22319.2888 eV. Its HOMO energy is -8.60 eV. For the LUMO energy, the calculation gives -0.464 eV.

The geometry in XYZ format:
```
22
Properties=species:S:1:pos:R:3:mulliken_charge:R:1
C -1.890 -0.732 0.298 -1.00
H -3.745 -0.019 0.751 0.41
H 0.181 -1.704 -1.896 0.27
N 0.861 1.384 -1.076 -0.38
H -0.250 -2.390 -0.219 0.26
O 2.727 1.291 0.996 -0.51
H -3.185 2.319 0.991 0.24
H -2.161 -1.723 0.496 0.37
H -0.957 3.028 -0.208 0.39
C 1.634 -1.403 -0.433 -0.66
C 2.068 -1.759 0.754 -0.73
C -1.246 1.976 -0.035 -0.43
C 0.229 -1.524 -0.795 -0.60
H 3.046 -1.833 1.005 0.35
H 1.387 -1.792 1.635 0.20
C -2.443 1.594 0.465 -0.44
C -0.344 1.000 -0.420 0.46
C -2.753 0.251 0.620 -0.64
H 2.328 -1.237 -1.174 0.82
C -0.641 -0.369 -0.261 0.97
P 2.230 1.361 -0.356 0.52
H 2.924 2.278 -1.137 0.11
```